11
Properties=species:S:1:pos:R:3:forces:R:3 method="wB97M-V/def2-TZVPD" e_homo_ev=-9.224 orbital_gap_ev=10.10 energy_ha=-732.0880 smiles="NC/C(F)=C/Cl" lumo_energy_ha=0.0322
N 1.603 0.391 -0.626 0.79 -0.42 0.58
C 0.740 -0.365 0.299 -0.98 1.53 -1.40
C -0.630 0.194 0.081 -0.80 -0.03 0.57
F -0.636 1.517 0.180 0.12 1.26 0.12
C -1.805 -0.400 -0.075 1.76 -1.18 -0.06
Cl -3.294 0.334 -0.182 -1.19 0.87 -0.09
H 1.627 1.343 -0.288 -0.01 0.26 -0.16
H 2.564 0.059 -0.520 -0.30 0.03 -0.16
H 0.667 -1.356 -0.044 0.35 -1.58 0.02
H 0.981 -0.254 1.341 0.29 -0.25 0.60
H -1.816 -1.464 -0.165 -0.04 -0.50 0.00